No. 1
# C28H83ClN12O4P5

A cluster of 5 separate species, C28H83ClN12O4P5 in total in a non-equilibrium geometry (ωB97M-V/def2-TZVPD, OMol25).

**Molecular weight**: 842.375 g/mol
**HOMO**: -8.962 eV
**Charge**: +1
**Electronic energy**: -115398.3860 eV
**LUMO**: -2.86 eV

Each line ends with the Mulliken charge.
Atoms and positions in Å:
H: -1.619 10.093 4.736  0.342
C: -2.663 12.553 3.003  -0.815
N: 5.292 -6.904 -3.210  0.319
H: 3.819 -7.614 -4.588  0.359
H: -1.225 -8.279 1.652  0.275
H: 2.757 -3.519 2.188  0.338
C: 7.803 -8.102 -3.408  -1.013
H: -0.948 11.649 0.268  0.310
H: -2.323 5.682 0.563  0.293
O: 4.493 -7.208 -1.009  -0.710
H: 0.294 -9.100 1.606  0.344
H: -4.701 11.751 1.188  0.258
H: -4.467 3.228 -2.595  0.278
H: -3.647 -6.112 1.415  0.418
H: 6.740 -4.942 1.126  0.443
N: 1.149 -4.913 1.971  0.439
H: -0.542 1.320 1.358  0.282
C: 1.806 -7.328 0.740  -1.068
O: -2.593 8.348 1.676  -0.755
C: 6.654 -5.903 0.605  -1.214
H: 2.463 -7.246 1.614  0.265
H: -2.169 2.265 2.863  0.254
C: -1.560 12.323 0.875  -1.004
O: -2.292 2.418 -1.656  -0.846
N: 7.543 -7.135 -2.341  -0.121
H: -3.864 2.802 2.751  0.255
C: 6.174 -4.374 -1.173  -0.970
P: 5.912 -7.174 -1.629  0.718
H: -1.258 -3.337 -2.300  0.118
H: 8.842 -8.447 -3.400  0.383
C: -3.558 0.661 0.832  -0.966
H: -1.982 8.423 4.268  0.211
Cl: 0.951 -0.764 -5.791  -0.118
C: 8.557 -6.097 -2.310  -0.808
H: 0.633 -2.045 -2.099  -0.141
P: -2.406 3.035 -0.241  0.801
H: -2.148 -1.281 -5.277  0.200
H: -3.820 5.433 1.484  0.221
H: -3.546 -0.269 0.251  0.230
H: 1.872 -3.868 -2.926  0.097
H: 4.677 -4.937 -3.707  -0.048
H: -2.396 8.856 -0.785  0.267
H: 3.904 -8.513 -3.084  0.282
C: -1.507 -3.307 -3.455  -0.608
C: -1.900 -5.804 3.082  -1.049
H: -3.333 4.588 -2.402  0.317
C: -5.232 3.282 -0.006  -1.245
H: -3.051 9.285 5.372  0.436
C: -0.162 -8.136 1.865  -0.897
N: -3.377 10.240 0.501  0.318
H: -2.629 3.803 3.500  0.338
H: -4.532 1.099 0.693  0.244
H: -2.267 5.641 2.315  0.535
H: -5.625 2.382 -0.490  0.353
H: -0.027 -8.001 2.941  0.276
H: 7.616 -6.415 0.715  0.329
C: -2.822 3.119 2.665  -0.862
C: -4.676 10.888 0.525  -1.204
H: 1.926 -8.331 0.318  0.469
C: 2.097 -2.940 -3.640  -0.762
N: -2.445 1.516 0.497  0.526
H: -2.688 -5.076 3.306  0.337
H: 6.409 -5.271 -3.982  0.285
N: 0.414 -7.049 1.094  0.051
C: -1.179 0.820 0.622  -1.473
N: -1.553 -5.803 1.682  0.351
C: 0.310 -0.866 -4.048  -0.172
P: -1.540 -1.472 -3.982  0.249
C: -2.719 -5.997 0.841  -1.167
C: 5.407 -5.696 -4.008  -0.879
C: 1.284 -1.668 -3.002  -0.126
H: -2.269 -6.796 3.367  0.397
H: 2.094 -0.888 -2.601  0.414
H: 5.458 -3.852 -0.528  0.292
N: -3.960 3.692 -0.576  0.414
H: 1.141 -2.790 2.172  0.282
N: -2.110 11.622 2.036  -0.119
C: 3.983 -7.505 -3.508  -0.962
H: 2.285 -5.095 3.733  0.392
C: -3.399 9.251 -0.588  -1.034
C: -2.752 5.192 1.442  -1.230
H: 7.595 -7.671 -4.394  0.300
N: 6.319 -5.760 -0.798  0.398
C: 1.756 -3.593 1.741  -0.903
H: 1.758 -3.264 -4.712  0.358
H: -0.908 13.151 1.171  0.381
H: 3.246 -2.722 -3.531  0.262
C: 1.248 -5.196 3.392  -1.271
H: -5.475 10.191 0.798  0.334
H: -5.036 4.815 -2.043  0.313
H: -1.292 -0.221 0.948  0.639
H: 7.141 -3.867 -1.079  0.386
H: 1.884 -3.395 0.671  0.130
H: 0.644 -4.505 3.988  0.344
H: 5.897 -6.488 1.138  0.236
C: -4.557 10.117 3.650  -1.031
H: 9.524 -6.468 -2.670  0.357
H: -5.175 10.420 2.822  0.269
H: 5.226 -5.915 -5.067  0.425
H: 8.766 -5.750 -1.295  0.246
H: -1.087 -5.595 3.757  0.257
H: -5.023 9.221 4.077  0.332
P: -0.120 -5.363 0.902  0.831
H: -4.641 10.922 4.389  0.382
H: -4.064 8.408 -0.350  0.309
H: 0.260 0.261 -3.655  0.333
H: -2.603 -6.901 0.234  0.353
H: -0.642 0.798 -0.332  0.247
H: 5.856 -4.204 -2.187  0.257
N: -2.538 3.745 1.386  0.078
O: -0.585 -3.895 0.735  -0.884
H: -2.143 13.518 2.975  0.352
C: -2.428 9.401 4.477  -1.154
H: -0.585 -3.803 -4.008  0.265
C: -4.210 4.094 -1.968  -1.069
H: -2.358 12.728 0.242  0.299
H: 8.295 -5.240 -2.936  0.230
H: -3.507 0.394 1.894  0.398
H: -2.532 12.209 4.033  0.254
H: -3.721 12.758 2.825  0.231
H: 2.161 -6.628 -0.023  0.209
H: -3.745 9.690 -1.533  0.333
H: 3.162 -6.894 -3.107  0.204
H: -5.983 4.071 -0.134  0.406
P: -2.368 9.871 1.843  0.771
H: -4.925 11.291 -0.464  0.400
H: 0.977 -6.222 3.634  0.271
H: 7.181 -8.994 -3.284  0.308
H: -2.197 -0.653 -2.954  0.192
H: -2.865 -5.150 0.163  0.203
H: -5.178 3.126 1.070  0.253
N: -3.167 9.898 3.333  0.346
H: -2.519 -3.831 -3.736  0.402

No. 2
# C5H13N2O2

A cluster of 2 separate species, C5H13N2O2 in total in a non-equilibrium geometry (ωB97M-V/def2-TZVPD, OMol25).

**Molecular weight**: 133.171 g/mol
**HOMO**: -3.922 eV
**Charge**: -1
**Electronic energy**: -12471.1010 eV
**Relative energy (zero: lowest compared OMol25 entry of this formula, charge and spin)**: 2.6 kcal/mol
**LUMO**: 3.98 eV

Each line ends with the natural charge from an NBO analysis.
Atoms and positions in Å:
H: 1.511 -2.165 -0.021  0.179
H: -2.938 -0.563 -0.792  0.370
H: 2.238 -0.349 -1.728  0.194
H: 1.023 -0.903 2.010  0.169
O: -1.206 2.123 0.168  -1.093
H: -1.492 2.966 -0.153  0.448
C: 2.127 -0.240 -0.667  -0.428
H: 1.911 1.680 0.351  0.103
O: 0.613 1.524 -1.304  -0.901
C: 0.351 -0.785 1.174  -0.257
H: 3.112 -0.476 -0.231  0.163
N: -0.807 -1.588 1.358  -0.528
N: -2.099 -0.527 -0.261  -0.848
H: -2.695 -2.043 0.911  0.130
C: 1.790 1.268 -0.665  -0.031
H: -1.535 0.308 -0.318  0.446
H: 0.159 0.288 1.064  0.203
C: -1.816 -1.480 0.654  0.281
C: 1.058 -1.175 -0.146  -0.403
H: 0.268 -1.197 -0.868  0.212
H: 2.654 1.789 -1.144  0.100
H: -0.287 1.822 -0.351  0.490